Entry 1:
This record from the OMol25 dataset describes C28H35Ge2MnNO as an isolated structure. The level of theory is ωB97M-V/def2-TZVPD.

XYZ file:
```
68
Properties=species:S:1:pos:R:3:lowdin_charge:R:1
Mn 0.13 -0.07 0.16 0.92
C 0.40 -2.41 0.08 -0.17
C 1.53 -1.90 -0.58 -0.14
C 2.28 -1.14 0.35 -0.15
C 1.62 -1.19 1.60 -0.17
C 0.43 -1.96 1.43 -0.18
H -0.33 -3.09 -0.35 0.11
H 1.79 -2.07 -1.61 0.12
H 3.23 -0.66 0.16 0.12
H 1.96 -0.77 2.53 0.11
H -0.23 -2.27 2.23 0.08
O -0.72 0.09 -1.81 -0.15
C -0.10 1.02 -2.74 -0.18
C -0.83 2.35 -2.74 -0.14
C -1.08 2.90 -1.33 -0.14
C 0.19 3.11 -0.55 -0.26
C 0.84 4.34 -0.58 0.01
C 2.01 4.52 0.13 -0.01
C 2.52 3.47 0.87 -0.02
C 1.83 2.27 0.86 -0.12
N 0.69 2.08 0.17 0.04
H -1.60 -0.16 -2.13 0.12
H -0.08 0.57 -3.73 0.14
H 0.92 1.12 -2.39 0.12
H -1.79 2.25 -3.25 0.13
H -0.25 3.06 -3.33 0.13
H -1.74 2.23 -0.77 0.08
H -1.59 3.85 -1.41 0.12
H 0.41 5.14 -1.16 0.13
H 2.52 5.48 0.11 0.13
H 3.43 3.56 1.44 0.12
H 2.19 1.42 1.42 0.09
C -5.72 -1.36 2.05 -0.23
Ge -3.83 -1.69 1.75 0.72
C -3.16 -3.16 2.84 -0.23
C -3.42 -1.88 -0.16 -0.23
Ge -2.60 0.39 2.38 1.17
C -1.08 0.48 3.51 -0.37
C -0.84 -0.59 4.38 -0.12
C 0.25 -0.58 5.23 -0.04
C 1.13 0.49 5.22 -0.03
C 0.92 1.57 4.36 -0.06
C -0.18 1.56 3.51 -0.13
C -3.15 2.00 1.51 -0.37
C -2.72 3.29 1.87 -0.10
C -3.23 4.40 1.23 -0.05
C -4.17 4.25 0.21 -0.04
C -4.61 2.98 -0.15 -0.05
C -4.11 1.87 0.50 -0.14
H -6.26 -2.25 1.73 0.04
H -6.10 -0.51 1.48 0.02
H -5.94 -1.19 3.10 0.04
H -3.70 -4.06 2.53 0.04
H -3.39 -2.99 3.89 0.03
H -2.10 -3.36 2.71 0.01
H -3.96 -2.76 -0.51 0.04
H -2.36 -2.05 -0.34 -0.02
H -3.77 -1.03 -0.73 0.01
H -1.52 -1.44 4.40 0.09
H 0.42 -1.41 5.91 0.12
H 1.98 0.50 5.89 0.12
H 1.60 2.40 4.36 0.12
H -0.32 2.40 2.84 0.08
H -2.03 3.44 2.69 0.10
H -2.91 5.39 1.52 0.12
H -4.57 5.12 -0.29 0.12
H -5.36 2.87 -0.92 0.12
H -4.49 0.89 0.23 0.07
```

Summary:
Calculated total energy, hartree: -6522.259153
ΔE to the lowest compared entry with this formula, charge and spin, kcal per mole: 8.1
Total charge: +2
HOMO (alpha / beta), eV: -13.50 / -14.37
Multiplicity: 6

---

Entry 2:
This record from the OMol25 dataset describes C28H35HfN5P2 as an isolated structure in a non-equilibrium geometry. The level of theory is ωB97M-V/def2-TZVPD.

XYZ file:
```
71
Properties=species:S:1:pos:R:3:lowdin_charge:R:1
Hf 0.56 -1.65 -4.28 1.54
C -1.49 2.05 -1.57 -0.04
C -1.68 1.06 -2.45 -0.08
C -1.33 0.98 -3.93 -0.24
C 0.13 0.87 -4.33 -0.37
C 1.26 0.55 -3.35 -0.21
C 1.35 1.49 -2.33 0.06
C 0.77 2.84 -2.45 -0.15
C -0.28 2.96 -1.37 -0.16
C 1.61 -3.11 -2.74 -0.29
H -2.32 2.41 -0.89 0.15
H -2.27 0.22 -2.13 0.09
H -1.83 1.82 -4.46 0.12
H -1.83 0.08 -4.39 0.00
H 0.25 0.21 -5.29 -0.03
H 0.44 1.80 -4.87 0.12
H 2.21 0.25 -3.89 0.10
H 1.93 1.22 -1.44 0.15
H 0.26 2.94 -3.41 0.11
H 1.52 3.65 -2.43 0.17
H 0.18 2.73 -0.39 0.14
H -0.66 3.98 -1.37 0.13
H 2.17 -2.37 -2.10 0.00
H 2.38 -3.91 -2.99 0.02
H 1.04 -3.70 -1.93 0.03
P 1.42 -1.05 -6.59 0.97
P -2.16 -0.28 -6.67 1.15
N 2.84 0.09 -6.92 -0.21
N 2.00 -2.27 -7.69 -0.26
N -2.08 1.53 -7.40 -0.16
N -3.72 -0.72 -7.31 -0.27
C 0.35 -0.15 -7.75 -0.37
C -1.00 -0.90 -7.88 -0.40
C 3.95 0.23 -6.09 -0.15
C 4.86 1.08 -6.70 -0.05
C 4.31 1.46 -7.96 -0.03
C 3.09 0.81 -8.07 -0.13
C 2.44 -3.51 -7.21 -0.14
C 2.67 -4.34 -8.29 -0.04
C 2.38 -3.60 -9.48 -0.01
C 2.01 -2.32 -9.08 -0.10
C -1.43 2.64 -6.82 -0.19
C -1.55 3.77 -7.64 -0.06
C -2.20 3.33 -8.82 -0.05
C -2.40 1.95 -8.69 -0.16
C -4.58 -0.20 -8.28 -0.13
C -5.39 -1.20 -8.77 -0.05
C -5.12 -2.38 -8.01 -0.06
C -4.10 -2.08 -7.12 -0.15
H 0.76 -0.11 -8.76 0.07
H 0.23 0.91 -7.50 0.09
H -1.43 -0.78 -8.89 0.11
H -0.85 -1.99 -7.75 0.08
H 3.98 -0.30 -5.16 0.09
H 5.80 1.36 -6.26 0.11
H 4.72 2.13 -8.69 0.11
H 2.44 0.82 -8.90 0.10
H 2.53 -3.64 -6.15 0.08
H 3.01 -5.36 -8.22 0.11
H 2.41 -3.96 -10.51 0.12
H 1.75 -1.49 -9.70 0.11
H -0.86 2.58 -5.91 0.05
H -1.14 4.75 -7.37 0.11
H -2.48 3.95 -9.66 0.11
H -2.75 1.25 -9.42 0.10
H -4.57 0.85 -8.53 0.09
H -6.10 -1.12 -9.58 0.11
H -5.62 -3.33 -8.09 0.11
H -3.63 -2.65 -6.35 0.09
N -1.35 -2.66 -1.64 0.06
C -0.98 -2.37 -2.76 -0.36
```

Summary:
Calculated total energy, hartree: -2091.485368
ΔE to the lowest compared entry with this formula, charge and spin, kcal per mole: 80.0
Total charge: +2
HOMO, eV: -13.31

---

Entry 3:
This record from the OMol25 dataset describes a 7-piece molecular cluster, C28H35N7 overall. The level of theory is ωB97M-V/def2-TZVPD.

XYZ file:
```
70
Properties=species:S:1:pos:R:3:lowdin_charge:R:1
C 5.97 -3.86 -7.96 -0.12
C 5.38 -5.07 -7.52 -0.11
C 4.31 -4.74 -6.73 -0.14
N 4.29 -3.37 -6.61 0.00
C 5.29 -2.83 -7.36 -0.14
H 6.78 -3.68 -8.65 0.08
H 5.70 -6.09 -7.67 0.08
H 3.59 -5.30 -6.16 0.10
H 3.59 -2.81 -6.16 0.14
H 5.51 -1.77 -7.39 0.10
C 9.97 -7.69 -14.80 -0.12
C 10.40 -7.02 -15.98 -0.12
C 9.69 -5.84 -16.07 -0.14
N 8.86 -5.78 -14.99 0.01
C 9.04 -6.88 -14.20 -0.14
H 10.33 -8.65 -14.48 0.09
H 11.01 -7.38 -16.80 0.09
H 9.75 -5.13 -16.87 0.10
H 8.09 -5.13 -14.93 0.15
H 8.48 -7.07 -13.31 0.10
C 13.78 -6.90 -11.88 -0.12
C 14.95 -6.19 -12.29 -0.11
C 15.16 -6.47 -13.60 -0.15
N 14.17 -7.32 -14.01 0.01
C 13.33 -7.58 -12.97 -0.14
H 13.34 -6.88 -10.90 0.08
H 15.52 -5.49 -11.70 0.09
H 15.86 -6.03 -14.29 0.10
H 14.03 -7.68 -14.93 0.14
H 12.49 -8.23 -13.16 0.10
C 12.72 -8.22 -5.17 -0.11
C 12.64 -8.19 -6.59 -0.12
C 11.40 -7.69 -6.92 -0.15
N 10.74 -7.44 -5.75 0.02
C 11.53 -7.77 -4.68 -0.14
H 13.53 -8.61 -4.58 0.09
H 13.37 -8.51 -7.31 0.10
H 10.94 -7.40 -7.85 0.09
H 9.82 -7.05 -5.70 0.14
H 11.11 -7.69 -3.69 0.10
C 9.39 -3.52 -4.79 -0.13
C 9.11 -2.13 -4.80 -0.10
C 8.78 -1.77 -3.52 -0.14
N 8.84 -2.90 -2.75 0.00
C 9.22 -3.96 -3.51 -0.14
H 9.66 -4.13 -5.64 0.06
H 9.15 -1.47 -5.66 0.09
H 8.47 -0.81 -3.15 0.10
H 8.66 -2.91 -1.76 0.14
H 9.25 -4.99 -3.19 0.10
C 13.00 -2.72 -7.51 -0.11
C 12.70 -2.73 -6.12 -0.11
C 12.53 -4.03 -5.73 -0.14
N 12.80 -4.82 -6.82 0.04
C 13.05 -4.04 -7.91 -0.17
H 13.14 -1.87 -8.15 0.09
H 12.67 -1.85 -5.50 0.09
H 12.32 -4.42 -4.75 0.11
H 12.87 -5.82 -6.73 0.10
H 13.25 -4.53 -8.85 0.10
C 8.73 -6.21 -8.78 -0.13
C 9.37 -6.52 -10.01 -0.11
C 10.28 -5.52 -10.26 -0.13
N 10.25 -4.67 -9.19 0.02
C 9.26 -5.03 -8.32 -0.15
H 7.85 -6.71 -8.39 0.08
H 9.09 -7.40 -10.56 0.09
H 11.04 -5.37 -11.01 0.10
H 10.85 -3.87 -9.10 0.12
H 9.02 -4.41 -7.47 0.09
```

Summary:
SMILES: c1cc[nH]c1.c1cc[nH]c1.c1cc[nH]c1.c1cc[nH]c1.c1cc[nH]c1.c1cc[nH]c1.c1cc[nH]c1
Calculated total energy, hartree: -1471.164360
ΔE to the lowest compared entry with this formula, charge and spin, kcal per mole: 10.6
Total charge: 0
HOMO, eV: -7.95

---

Entry 4:
This record from the OMol25 dataset describes C28H36AuN4O5S2 as an isolated structure in a non-equilibrium geometry. The level of theory is ωB97M-V/def2-TZVPD.

XYZ file:
```
76
Properties=species:S:1:pos:R:3:lowdin_charge:R:1
Au -0.20 0.51 0.23 1.03
C -1.56 2.80 5.15 -0.07
C -2.59 2.49 4.07 -0.23
N -2.69 1.04 3.74 -0.09
C -3.71 0.25 4.49 -0.17
C -3.12 -0.58 5.62 -0.06
C -1.89 0.42 2.89 -0.62
S -0.55 1.39 2.26 0.81
N -2.11 -0.87 2.67 0.13
C -1.44 -1.65 1.83 -0.36
O -0.42 -1.37 1.08 -0.16
C -1.88 -3.06 1.76 -0.13
C -1.39 -3.88 0.73 -0.02
C -1.78 -5.21 0.66 -0.06
C -2.64 -5.73 1.62 -0.06
C -3.14 -4.91 2.63 -0.06
C -2.76 -3.58 2.70 -0.01
H -1.48 3.88 5.27 0.09
H -0.56 2.43 4.88 0.06
H -1.84 2.36 6.11 0.08
H -2.36 3.02 3.15 0.09
H -3.58 2.80 4.39 0.12
H -4.22 -0.38 3.78 0.11
H -4.42 0.97 4.88 0.12
H -2.43 -1.33 5.24 0.06
H -3.92 -1.09 6.16 0.09
H -2.59 0.05 6.34 0.07
H -0.75 -3.46 -0.02 0.05
H -1.40 -5.84 -0.13 0.11
H -2.94 -6.77 1.57 0.11
H -3.82 -5.32 3.37 0.11
H -3.14 -2.94 3.48 0.10
C 5.66 -3.40 1.69 -0.04
C 4.44 -3.06 0.87 -0.25
C 3.37 -3.94 0.76 -0.02
C 2.24 -3.62 0.01 -0.06
C 2.20 -2.40 -0.64 -0.42
C 3.25 -1.49 -0.55 -0.06
C 4.36 -1.83 0.21 -0.02
S 0.74 -1.99 -1.54 1.01
C 1.29 -2.21 -3.20 -0.20
O 0.63 -0.43 -1.49 -0.62
H 5.51 -4.31 2.27 0.08
H 5.92 -2.59 2.37 0.09
H 6.52 -3.57 1.04 0.09
H 3.41 -4.90 1.28 0.12
H 1.41 -4.31 -0.05 0.11
H 3.18 -0.53 -1.05 0.12
H 5.18 -1.13 0.28 0.12
H 2.20 -1.63 -3.34 0.07
H 0.48 -1.87 -3.85 0.07
H 1.47 -3.28 -3.35 0.08
C -1.37 2.46 -4.15 -0.06
C -2.21 3.36 -3.26 -0.16
C -3.00 2.60 -2.17 -0.31
C -3.75 3.60 -1.27 -0.16
C -4.47 2.96 -0.08 -0.06
C -4.02 1.69 -2.86 -0.40
O -4.96 2.16 -3.47 0.12
N -3.80 0.32 -2.81 0.22
C -2.85 -0.31 -2.02 -0.51
O -2.70 -1.52 -2.06 0.07
N -2.09 0.50 -1.19 0.11
C -2.04 1.80 -1.32 -0.47
O -1.12 2.41 -0.67 -0.06
H -0.82 3.06 -4.88 0.08
H -1.99 1.75 -4.72 0.08
H -0.63 1.88 -3.58 0.07
H -2.95 3.90 -3.85 0.13
H -1.58 4.09 -2.75 0.12
H -4.47 4.11 -1.90 0.13
H -3.02 4.33 -0.92 0.12
H -5.23 2.24 -0.41 0.09
H -4.97 3.72 0.52 0.08
H -3.77 2.43 0.58 0.06
H -4.42 -0.26 -3.34 0.17
```

Summary:
Calculated total energy, hartree: -2615.645209
ΔE to the lowest compared entry with this formula, charge and spin, kcal per mole: 16.8
Total charge: +1
HOMO, eV: -11.91

---

Entry 5:
This record from the OMol25 dataset describes C28H36Cl2IrN2O2S as an isolated structure. The level of theory is ωB97M-V/def2-TZVPD.

XYZ file:
```
72
Properties=species:S:1:pos:R:3:lowdin_charge:R:1
Ir -1.09 -0.64 0.58 1.22
C 0.19 -0.03 2.27 -0.18
C -0.20 1.21 1.65 -0.20
C 0.86 1.52 0.67 -0.07
C 1.82 0.50 0.78 0.02
C 1.51 -0.41 1.80 -0.18
C 2.47 -1.38 2.44 -0.55
C 2.94 -2.45 1.44 -0.05
C 3.70 -0.57 2.89 -0.02
C 1.84 -2.07 3.65 -0.04
C 1.06 2.69 -0.30 -0.51
C 0.00 2.65 -1.43 -0.03
C 1.02 4.04 0.42 -0.03
C 2.43 2.59 -0.98 -0.05
C -1.35 2.02 2.28 -0.54
C -0.71 3.02 3.26 -0.01
C -2.27 1.11 3.12 -0.05
C -2.24 2.74 1.26 -0.03
H -0.20 -0.38 3.22 0.12
H 2.73 0.45 0.19 0.12
H 3.33 -1.99 0.52 0.09
H 2.12 -3.13 1.19 0.02
H 3.74 -3.04 1.89 0.10
H 4.26 -0.19 2.03 0.09
H 4.36 -1.21 3.47 0.10
H 3.40 0.28 3.51 0.10
H 0.96 -2.65 3.37 0.09
H 1.55 -1.34 4.42 0.10
H 2.56 -2.75 4.10 0.10
H -1.02 2.61 -1.05 0.06
H 0.17 1.77 -2.05 0.04
H 0.11 3.54 -2.05 0.11
H 0.03 4.34 0.74 0.06
H 1.38 4.82 -0.26 0.10
H 1.69 4.04 1.29 0.10
H 2.52 1.69 -1.60 0.09
H 3.24 2.60 -0.25 0.10
H 2.56 3.45 -1.63 0.10
H -0.08 2.51 3.98 0.10
H -1.51 3.53 3.80 0.11
H -0.11 3.78 2.75 0.07
H -1.81 0.81 4.06 0.09
H -2.58 0.20 2.58 0.06
H -3.18 1.66 3.36 0.10
H -1.71 3.45 0.65 0.06
H -3.02 3.28 1.80 0.10
H -2.74 2.01 0.60 0.08
Cl -4.95 -0.46 -5.84 0.86
C -3.81 -0.47 -4.60 -0.61
C -2.45 -0.26 -4.90 -0.08
C -1.53 -0.25 -3.89 -0.55
Cl 0.12 -0.04 -4.24 0.84
C -1.92 -0.42 -2.49 -0.35
O -1.05 -0.32 -1.61 -0.13
C -3.33 -0.68 -2.24 -0.08
C -3.87 -0.90 -0.90 -0.12
O -3.24 -0.92 0.15 -0.08
C -4.22 -0.70 -3.27 0.00
H -2.15 -0.11 -5.93 0.13
H -4.96 -1.04 -0.85 0.16
H -5.27 -0.88 -3.07 0.14
S -0.53 -3.06 0.28 0.68
C 0.03 -3.39 -1.31 -0.73
N 1.32 -3.83 -1.42 0.10
C 1.83 -4.31 -2.57 0.00
C 1.04 -4.35 -3.68 0.01
C -0.26 -3.85 -3.54 -0.06
N -0.74 -3.37 -2.40 0.10
H 1.87 -3.83 -0.58 0.12
H 2.86 -4.65 -2.55 0.15
H 1.40 -4.75 -4.62 0.13
H -0.94 -3.85 -4.38 0.13
```

Summary:
Calculated total energy, hartree: -2770.769656
ΔE to the lowest compared entry with this formula, charge and spin, kcal per mole: 18.9
Total charge: +2
HOMO (alpha / beta), eV: -12.88 / -14.05
Multiplicity: 6

---

Entry 6:
This record from the OMol25 dataset describes C28H36Cl3GeN5ORu as an isolated structure. The level of theory is ωB97M-V/def2-TZVPD.

XYZ file:
```
75
Properties=species:S:1:pos:R:3:lowdin_charge:R:1
Ru 0.16 0.06 0.44 1.19
C -1.44 2.56 -0.46 -0.10
N 0.03 2.34 -0.36 -0.18
C 0.73 2.91 -1.53 -0.14
C 0.32 2.35 -2.86 -0.27
C 0.73 2.95 -4.04 -0.01
C 0.38 2.37 -5.25 -0.05
C -0.38 1.20 -5.23 -0.05
C -0.74 0.68 -4.00 -0.12
N -0.40 1.24 -2.84 0.11
C 0.58 3.04 0.81 -0.15
C 0.00 2.50 2.09 -0.24
C -0.16 3.32 3.20 0.01
C -0.71 2.79 4.35 -0.03
C -1.12 1.47 4.35 -0.03
C -0.93 0.72 3.21 -0.09
N -0.37 1.22 2.10 -0.01
C -2.26 1.32 -0.72 -0.25
C -3.50 1.44 -1.31 -0.01
C -4.26 0.31 -1.58 -0.03
C -3.73 -0.93 -1.25 -0.03
C -2.49 -0.97 -0.64 -0.10
N -1.78 0.12 -0.36 -0.01
H -1.66 3.27 -1.25 0.14
H -1.79 3.01 0.47 0.14
H 1.80 2.75 -1.38 0.05
H 0.58 4.00 -1.54 0.14
H 1.32 3.86 -4.02 0.12
H 0.68 2.81 -6.18 0.11
H -0.67 0.71 -6.15 0.11
H -1.34 -0.23 -3.94 0.11
H 0.39 4.11 0.76 0.14
H 1.67 2.90 0.81 0.05
H 0.15 4.35 3.14 0.13
H -0.83 3.41 5.23 0.12
H -1.57 1.01 5.22 0.12
H -1.23 -0.32 3.17 0.08
H -3.87 2.42 -1.59 0.13
H -5.23 0.39 -2.05 0.12
H -4.26 -1.85 -1.46 0.12
H -2.03 -1.91 -0.38 0.05
C 2.38 -2.58 -0.87 -0.15
C 3.17 -1.43 -1.53 -0.12
C 2.09 -0.40 -1.90 -0.17
O 0.83 -0.91 -1.37 -0.30
C 0.98 -2.35 -1.40 -0.18
H 2.39 -2.47 0.22 0.09
H 2.77 -3.56 -1.12 0.12
H 3.69 -1.77 -2.42 0.12
H 3.90 -1.00 -0.86 0.10
H 1.96 -0.31 -2.98 0.13
H 2.27 0.57 -1.47 0.05
H 0.89 -2.67 -2.44 0.14
H 0.18 -2.78 -0.81 0.07
C -1.99 -4.09 0.66 -0.23
Ge -0.70 -3.23 1.85 0.76
C -1.53 -2.97 3.61 -0.22
C 0.87 -4.38 2.01 -0.20
C 0.11 -1.45 1.46 -0.33
H -2.18 -5.09 1.08 0.03
H -1.62 -4.23 -0.35 0.02
H -2.95 -3.56 0.62 0.01
H -1.69 -3.94 4.08 0.03
H -2.50 -2.47 3.52 0.02
H -0.88 -2.39 4.26 0.02
H 0.61 -5.29 2.55 0.03
H 1.67 -3.88 2.56 0.03
H 1.25 -4.67 1.03 0.02
H 0.83 -1.37 2.30 -0.01
Cl 5.56 1.46 2.49 0.67
C 4.09 0.65 2.35 -1.18
Cl 3.72 -0.49 3.57 0.66
Cl 3.83 2.26 -0.01 0.30
C 3.12 0.79 1.31 -0.71
N 2.07 0.30 1.06 -0.03
```

Summary:
Calculated total energy, hartree: -4989.692049
ΔE to the lowest compared entry with this formula, charge and spin, kcal per mole: 8.5
Total charge: +1
HOMO (alpha / beta), eV: -10.08 / -10.33
Multiplicity: 2

---

> What is the formula in the second record?

C28H35HfN5P2

---

> What is the formula in the fifth record?

C28H36Cl2IrN2O2S